Entry 1:
Entry from the Open Molecules 2025 dataset: C25H43As3OPd as an isolated structure (wB97M-V/def2-TZVPD).

Geometry as XYZ:
```
73
Properties=species:S:1:pos:R:3:forces:R:3:mulliken_charge:R:1
Pd -1.02717 -0.65626 -0.64364 -0.51 0.02 0.26 -0.29
As -0.72178 1.49544 0.64480 0.08 -0.11 -0.27 0.97
As -0.25349 -1.91673 1.33315 0.21 -0.07 -0.22 0.72
As 4.14599 1.01057 2.45395 -0.25 0.07 -0.19 0.65
O -3.08713 -0.31371 0.00854 0.08 0.00 -0.12 0.00
C 0.65960 -0.76727 -5.16573 0.05 0.05 -0.01 -0.87
C -0.43220 3.10697 -0.38535 -0.04 0.01 -0.03 -1.17
C 1.19714 0.36896 2.72185 -0.04 0.04 0.08 1.85
C 0.97854 -0.01325 -2.85897 0.09 -0.03 -0.09 0.72
C -1.35303 -2.50378 2.81405 -0.08 0.08 -0.04 -1.33
C -5.39849 -0.56017 -0.05381 0.00 0.08 0.05 -1.83
C 2.51450 0.69289 3.47445 0.20 -0.07 0.15 -1.57
C -0.75029 -1.63188 -3.41172 -0.07 -0.05 -0.16 -0.09
C 0.56693 -3.57698 0.77853 0.01 -0.03 0.04 -1.27
C 4.24021 2.85754 1.93840 0.17 0.04 0.08 -0.99
C -0.35060 -1.59219 -4.77145 -0.04 -0.06 0.02 -0.83
C -4.09786 -0.25075 -2.17479 0.04 0.09 0.07 -1.35
C 1.35382 0.03748 -4.22592 0.05 0.01 0.01 0.72
C 3.11242 1.61979 -3.69791 0.04 0.06 0.10 -0.93
C 2.76661 1.53634 -2.32966 0.09 0.04 -0.08 -0.31
C 2.42679 0.88102 -4.61533 -0.09 -0.09 -0.06 -0.78
C -0.12066 -0.83672 -2.50336 0.11 0.27 0.46 -0.66
C 4.38779 -0.03670 0.85960 0.18 -0.06 0.07 -0.55
C 1.73389 0.74023 -1.92645 -0.02 -0.07 -0.07 0.79
C -2.11339 2.07824 1.85481 -0.03 -0.08 0.00 -1.30
C 0.12527 0.38221 3.82244 -0.01 0.00 -0.10 -1.85
C -4.08762 -0.89276 -0.78692 -0.11 -0.08 -0.03 1.56
C 1.31832 -1.03820 2.11071 0.03 0.06 0.08 -1.27
C -3.90325 -2.40605 -0.86472 0.01 0.00 0.10 -1.38
C 0.93352 1.49051 1.70322 0.01 0.01 0.13 -0.95
H -4.54829 -2.84835 -1.62334 -0.02 -0.01 0.03 0.44
H 0.94547 2.45207 2.22609 0.04 0.02 0.01 0.81
H 3.60189 0.24301 0.15301 0.03 -0.04 -0.04 -0.20
H -0.07003 3.90359 0.26348 0.00 0.03 0.01 0.41
H 3.33169 2.11427 -1.60441 -0.01 0.01 -0.03 0.37
H -0.86394 -2.21502 -5.49244 0.01 0.01 0.02 0.44
H 3.92338 2.26259 -4.01374 -0.01 -0.01 0.02 0.44
H 2.41823 1.61657 4.05038 -0.05 0.01 0.00 0.58
H 0.95518 -0.72636 -6.20728 0.00 0.01 0.03 0.42
H 0.04916 1.36485 4.29133 0.01 -0.01 -0.02 0.50
H 1.47429 0.65484 -0.87816 -0.02 -0.02 -0.02 -0.09
H 1.32181 -3.38441 0.01975 0.01 0.02 -0.03 0.39
H 0.26872 2.92732 -1.19752 0.01 -0.02 0.02 0.32
H -1.70756 2.78999 2.57193 -0.01 0.02 0.01 0.45
H 3.56731 2.98627 1.08850 0.01 0.05 0.01 0.26
H -0.84909 0.14009 3.40075 -0.04 0.00 0.03 0.04
H 0.34551 -0.34873 4.60263 0.00 0.00 -0.03 0.44
H -1.39462 3.39635 -0.80329 0.01 0.03 -0.04 0.46
H -5.52057 0.51872 0.04049 -0.02 -0.03 -0.03 0.41
H 4.35417 -1.09865 1.08697 -0.03 0.00 0.00 0.43
H -4.12633 -2.86997 0.09792 0.03 -0.01 -0.03 0.33
H -4.30912 0.81579 -2.09355 0.02 0.00 -0.02 0.34
H -2.57508 1.23801 2.36617 0.01 -0.01 -0.01 0.29
H -6.22870 -0.95984 -0.63672 -0.02 -0.01 0.03 0.42
H 1.68020 -1.72707 2.87915 0.04 -0.01 0.01 0.72
H -5.41282 -1.00873 0.93993 0.00 0.00 -0.04 0.41
H 2.74933 -0.10037 4.18668 -0.01 -0.02 -0.01 0.58
H -2.86989 2.56282 1.24150 -0.04 0.01 0.01 0.47
H 2.04591 -1.04939 1.29583 -0.04 0.00 0.00 -0.14
H -0.20912 -4.20623 0.34831 0.00 -0.04 -0.02 0.44
H 1.01081 -4.08689 1.63270 0.01 -0.01 0.01 0.44
H -1.84785 -3.41928 2.49634 -0.03 -0.02 0.01 0.49
H 2.69543 0.92373 -5.66412 0.00 0.01 0.02 0.43
H -2.10889 -1.76432 3.06306 -0.01 0.01 0.01 0.36
H -4.86221 -0.71095 -2.80055 0.00 0.01 0.00 0.45
H 1.72768 1.52280 0.95068 -0.01 0.00 0.02 -0.37
H -3.13010 -0.37600 -2.66611 -0.02 -0.02 -0.02 0.23
H 5.36236 0.21235 0.44101 -0.02 0.02 -0.02 0.45
H 5.25916 3.10419 1.64493 -0.02 -0.01 -0.03 0.44
H -2.86767 -2.64467 -1.12194 0.09 -0.05 -0.11 0.17
H -0.72442 -2.70979 3.67820 0.00 -0.03 0.02 0.43
H 3.93946 3.48749 2.77223 -0.03 0.01 -0.02 0.40
H -1.56528 -2.28749 -3.12954 -0.05 0.00 0.00 0.47
```
Forces are in eV/Å.

Calculated values
net charge = +2
F_max = 0.57 eV/Å
E = -7888.13223 Eh
multiplicity = 5
<S²> = 6.02


Entry 2:
Entry from the Open Molecules 2025 dataset: a 11-piece molecular cluster, C25H43BN11O3P overall at a distorted geometry (wB97M-V/def2-TZVPD).

Geometry as XYZ:
```
84
Properties=species:S:1:pos:R:3:forces:R:3:mulliken_charge:R:1
P -1.95098 0.06556 -2.45246 -0.35 -0.18 -0.45 -0.65
O 1.23912 1.08653 -2.43776 1.04 0.25 -0.67 -0.62
O -3.17385 -0.51779 0.12075 0.07 0.03 0.17 -0.07
O -4.12285 -1.66576 -1.71826 -0.18 0.29 -0.10 -0.51
N -0.56984 -0.25857 2.89315 0.23 0.08 0.31 -0.49
N 4.61407 -1.43095 3.83856 0.14 0.22 -0.14 -0.46
N -0.37545 -0.41736 -1.85205 0.29 0.12 0.36 0.40
N 0.41698 -0.72750 7.32149 0.06 -0.24 -0.19 -0.45
N 1.08859 -4.50211 -1.40650 0.15 -0.04 -0.21 -0.44
N -5.58235 2.18702 -0.74946 0.26 0.09 0.14 -0.47
N 3.71501 2.31246 5.84638 0.22 0.25 -0.19 -0.37
N -6.42657 4.94382 -4.00860 -0.18 -0.08 -0.26 -0.40
N 4.22046 -5.93114 -1.04422 0.11 0.07 0.23 -0.44
N 6.20393 0.18735 -2.28115 -0.28 0.03 -0.16 -0.40
N -4.92044 0.29196 -4.43954 0.03 0.02 0.04 -0.46
C 4.15633 0.48879 -3.86774 -0.09 -0.03 0.02 -0.36
C 4.10830 -5.25033 -0.12541 0.00 -0.09 -0.29 0.36
C 0.23135 -1.44843 -2.71389 -0.14 0.00 -0.04 -0.92
C -7.30160 4.56981 -4.65393 0.18 0.11 0.28 0.40
C 2.47503 -4.97936 -3.56053 -0.02 -0.02 -0.05 -0.90
C 1.70160 0.43767 3.96583 -0.05 -0.13 0.17 -0.51
C -4.54027 1.36390 -4.59695 -0.04 -0.14 0.11 0.47
C 5.88824 0.71114 3.07543 0.04 0.02 0.03 -0.76
C -4.04077 2.71777 -4.79023 0.01 0.01 -0.08 -0.86
C -4.63608 2.44945 -0.15016 -0.27 -0.16 -0.23 0.34
C -8.42832 4.09018 -5.44462 -0.01 -0.04 -0.02 -0.81
C 5.18063 -0.48914 3.50041 -0.18 -0.30 0.11 0.42
C -3.61509 -2.15596 1.86932 0.07 -0.06 0.06 -1.04
C 5.30082 0.31722 -2.98193 0.30 -0.02 0.19 0.29
C 3.92793 -4.34909 1.00361 -0.08 0.02 0.06 -0.77
C 0.54162 1.21335 -0.17893 -0.40 0.04 0.05 -0.80
C 0.91906 -2.69714 5.68615 0.01 -0.01 -0.02 -0.64
C -4.16900 -1.01881 1.03372 -0.21 -0.07 -0.15 -0.26
C -3.42250 2.75080 0.59505 0.13 0.00 0.04 -0.41
C 4.18402 3.31622 5.53721 -0.20 -0.25 0.12 0.36
C 4.75141 4.60405 5.15571 0.03 0.04 0.02 -0.81
C 0.51115 0.66195 -1.58520 -0.73 -0.37 0.52 0.17
C 1.70183 -4.72059 -2.35432 -0.19 0.06 0.28 0.41
C 0.41257 0.05274 3.40643 -0.24 -0.02 -0.36 0.40
C 0.63665 -1.60582 6.61239 -0.06 0.26 0.14 0.40
B -3.21770 -0.78127 -1.20066 -0.12 -0.06 -0.08 0.75
H 4.01367 1.54487 -4.08952 0.01 -0.01 0.00 0.27
H -8.37156 4.48864 -6.45616 0.00 -0.01 0.01 0.27
H -4.46321 -0.16604 1.65762 0.12 -0.17 -0.06 0.28
H -2.64326 -1.87120 2.28272 -0.15 -0.04 0.00 0.12
H -9.36167 4.41268 -4.98639 0.01 0.00 0.00 0.31
H 4.67766 -4.53294 1.76895 0.03 -0.02 0.01 0.36
H 1.58205 0.89515 4.94630 0.00 -0.01 -0.02 0.33
H -3.49238 -3.06694 1.27174 0.00 0.20 0.04 0.30
H 4.31617 -0.05573 -4.79698 0.02 0.01 0.02 0.29
H 1.98007 -2.70269 5.43573 -0.02 0.00 0.00 0.18
H -3.66369 2.96681 1.63488 0.00 -0.01 -0.02 0.37
H 6.16650 1.29288 3.95339 -0.01 -0.01 -0.02 0.21
H 5.00503 5.17333 6.04843 -0.01 -0.01 -0.01 0.28
H 3.17852 -4.16419 -3.72480 0.00 -0.02 0.00 0.25
H -4.29459 -1.53099 -2.66217 0.14 -0.11 0.12 0.29
H 0.33391 -2.56338 4.77601 0.01 0.00 0.02 0.17
H -4.76092 3.29564 -5.36605 0.05 0.02 0.03 0.30
H -4.30191 -2.38563 2.69508 0.13 0.07 -0.18 0.39
H 5.65284 4.45840 4.56264 -0.01 0.00 0.00 0.27
H 4.02723 5.16746 4.56977 0.01 -0.01 0.01 0.27
H 1.50215 1.71773 -0.03526 -0.23 -0.09 0.02 0.38
H -2.05301 1.39792 -1.99065 0.23 0.02 0.25 -0.08
H 0.46423 -1.08446 -3.72430 0.01 -0.05 0.18 0.34
H 0.36808 0.42090 0.55372 0.08 0.13 -0.12 0.21
H -3.09213 2.67909 -5.32383 0.01 0.01 0.04 0.34
H -2.75750 1.88640 0.55346 -0.05 -0.01 0.04 -0.10
H 1.12806 -1.82965 -2.21255 -0.12 0.12 -0.18 0.27
H 2.93518 -4.49507 1.42674 0.00 0.01 -0.02 0.28
H -5.04438 -1.34188 0.45837 0.12 0.10 0.15 0.33
H 5.24516 1.31158 2.43378 0.01 -0.01 0.00 0.23
H 3.03480 -5.90498 -3.44129 -0.01 0.02 0.02 0.37
H -3.90677 3.20936 -3.82832 -0.03 -0.03 0.00 0.24
H 2.32266 -0.45282 4.06710 0.04 0.10 0.01 -0.07
H -2.92511 3.61658 0.15888 -0.02 0.00 0.01 0.33
H 2.19940 1.13944 3.29811 -0.02 0.00 0.00 0.37
H -0.26482 1.94818 -0.04255 0.17 -0.13 -0.06 0.14
H -8.41166 3.00204 -5.48577 0.00 0.01 0.00 0.27
H -0.46707 -2.28991 -2.78707 0.13 0.20 0.01 0.39
H 3.25252 0.12547 -3.38002 -0.01 0.04 -0.04 -0.07
H 0.65562 -3.65086 6.14019 0.00 0.01 0.00 0.35
H 1.80246 -5.05285 -4.41415 0.03 -0.01 -0.01 0.35
H 6.78442 0.43730 2.52120 -0.02 0.01 0.00 0.36
H 4.01428 -3.31820 0.66592 0.00 0.01 -0.01 0.21
```
Forces are in eV/Å.

Calculated values
net charge = 0
F_max = 1.26 eV/Å
E = -2172.64248 Eh
SMILES string = CCOB(O)PN(C)C(C)=O.CC#N.CC#N.CC#N.CC#N.CC#N.CC#N.CC#N.CC#N.CC#N.CC#N
multiplicity = 1